[1]
This record from OMol25 describes a 4-piece molecular cluster, C20H39NO15P3 overall at a distorted geometry. The level of theory is wB97M-V/def2-TZVPD.

Summary:
Strongest force on any atom ... 0.0376 hartree/bohr
Kohn-Sham gap ... 7.13 eV
Total charge ... +1
Energy ... -2992.73302 hartree

```
78
C20H39NO15P3, DFT wB97M-V/def2-TZVPD
C 6.214 2.357 0.904
C 6.697 3.362 1.356
C 7.156 4.696 1.914
N 5.999 5.631 1.771
C 5.347 6.168 2.811
C 4.233 7.016 2.650
C 3.815 7.287 1.309
C 2.568 8.175 1.095
O 2.565 9.062 0.311
O 1.459 7.810 1.866
O 0.906 6.668 1.268
C 1.161 5.481 2.052
C 1.481 4.323 1.042
C 4.534 6.747 0.199
C 5.622 5.920 0.506
H 5.467 1.625 0.595
H 7.977 5.072 1.270
H 7.476 4.595 2.966
H 5.669 5.954 3.841
H 3.683 7.427 3.512
H 1.981 5.589 2.787
H 0.237 5.287 2.640
H 2.229 3.606 1.429
H 1.795 4.736 0.065
H 0.537 3.752 0.926
H 4.247 6.953 -0.844
H 6.187 5.495 -0.340
C 1.903 2.737 -4.530
O 0.618 2.700 -3.910
P 0.494 1.926 -2.529
O 1.341 2.432 -1.446
O 0.772 0.405 -2.898
C 0.078 -0.190 -3.998
O -1.065 1.982 -2.258
C -1.550 1.352 -1.067
H 2.129 3.766 -4.805
H 2.686 2.362 -3.870
H 1.874 2.126 -5.433
H 0.802 -0.436 -4.776
H -0.683 0.471 -4.415
H -0.400 -1.107 -3.653
H -0.737 1.015 -0.423
H -2.160 0.494 -1.347
H -2.166 2.065 -0.521
C -1.706 -3.598 1.246
O -0.344 -3.654 0.795
P -0.101 -3.823 -0.759
O -0.658 -2.768 -1.605
O -0.669 -5.277 -1.094
C -0.277 -6.386 -0.284
O 1.476 -3.994 -0.831
C 2.058 -4.186 -2.121
H -1.822 -2.741 1.907
H -2.408 -3.508 0.418
H -1.929 -4.507 1.801
H -1.154 -6.758 0.246
H 0.491 -6.117 0.442
H 0.107 -7.172 -0.932
H 1.328 -4.060 -2.922
H 2.474 -5.192 -2.173
H 2.860 -3.461 -2.255
C -5.436 -6.204 -1.130
O -6.198 -5.317 -0.307
P -5.865 -5.291 1.242
O -4.492 -4.921 1.584
O -6.286 -6.738 1.765
C -7.570 -7.262 1.422
O -6.992 -4.329 1.806
C -7.002 -4.080 3.214
H -5.069 -5.652 -1.993
H -4.588 -6.632 -0.593
H -6.085 -7.010 -1.472
H -7.433 -8.130 0.777
H -8.191 -6.529 0.906
H -8.075 -7.574 2.335
H -6.126 -4.500 3.711
H -7.902 -4.522 3.643
H -7.021 -3.004 3.378
```

For each atom in turn, the Löwdin charge in e is:
1 C 0.1407
2 C -0.0968
3 C -0.0830
4 N -0.0519
5 C 0.0184
6 C 0.0580
7 C -0.0420
8 C -0.3736
9 O 0.2263
10 O -0.0060
11 O -0.0779
12 C -0.1998
13 C -0.0617
14 C 0.0843
15 C 0.0071
16 H 0.0674
17 H 0.1437
18 H 0.1402
19 H 0.1571
20 H 0.1489
21 H 0.1008
22 H 0.1277
23 H 0.0767
24 H 0.0739
25 H 0.0729
26 H 0.1531
27 H 0.1618
28 C -0.0930
29 O -0.2125
30 P 0.3425
31 O -0.2368
32 O -0.2120
33 C -0.0842
34 O -0.2086
35 C -0.0805
36 H 0.0897
37 H 0.0848
38 H 0.0910
39 H 0.0894
40 H 0.0902
41 H 0.0765
42 H 0.0863
43 H 0.0945
44 H 0.0890
45 C -0.0906
46 O -0.2161
47 P 0.3410
48 O -0.2247
49 O -0.2154
50 C -0.0913
51 O -0.2144
52 C -0.0904
53 H 0.0918
54 H 0.0797
55 H 0.0776
56 H 0.0899
57 H 0.0888
58 H 0.0908
59 H 0.0859
60 H 0.0904
61 H 0.0892
62 C -0.0829
63 O -0.2115
64 P 0.3468
65 O -0.2150
66 O -0.2136
67 C -0.0914
68 O -0.2108
69 C -0.0867
70 H 0.0937
71 H 0.0856
72 H 0.0900
73 H 0.0902
74 H 0.0892
75 H 0.0920
76 H 0.0868
77 H 0.0914
78 H 0.0912

=====

[2]
This record from OMol25 describes a 11-piece molecular cluster, C46H125N11O12 overall at a distorted geometry. The level of theory is wB97M-V/def2-TZVPD.

Summary:
Strongest force on any atom ... 0.0840 hartree/bohr
Kohn-Sham gap ... 8.79 eV
Energy above the lowest of the compared OMol25 structures with the same formula, charge and spin ... 7.757 eV
Total charge ... 0
Energy ... -3332.21200 hartree
SMILES ... COC[C@H](C)N.COC[C@H](C)N.COC[C@H](C)N.COC[C@H](C)N.COC[C@H](C)N.COC[C@H](C)N.COC[C@H](C)N.COC[C@H](C)N.COC[C@H](C)N.COC[C@H](C)N.COCCNCCOC

```
194
C46H125N11O12, DFT wB97M-V/def2-TZVPD
C -2.646 0.393 4.934
O -3.599 -0.679 5.153
C -3.093 -1.810 5.764
C -4.304 -2.713 6.133
C -5.409 -2.123 6.928
N -3.608 -3.815 6.858
H -1.600 0.110 4.815
H -2.803 1.084 5.762
H -2.870 1.010 4.064
H -2.309 -2.234 5.137
H -2.694 -1.506 6.732
H -4.768 -3.114 5.232
H -5.169 -1.912 7.970
H -6.078 -2.982 6.885
H -5.826 -1.179 6.578
H -4.092 -4.621 6.490
H -3.804 -3.598 7.825
C -5.047 3.522 -4.322
O -4.642 4.789 -4.623
C -5.002 5.273 -5.952
C -4.389 6.649 -6.170
C -5.042 7.844 -5.334
N -4.458 6.901 -7.580
H -4.733 3.382 -3.288
H -4.546 2.865 -5.032
H -6.118 3.364 -4.453
H -4.722 4.509 -6.677
H -6.087 5.349 -6.020
H -3.385 6.411 -5.819
H -4.665 8.821 -5.634
H -4.680 7.828 -4.306
H -6.110 7.765 -5.535
H -3.506 6.846 -7.913
H -4.941 6.250 -8.182
C -4.159 12.196 4.001
O -3.835 10.854 4.299
C -3.560 10.139 3.121
C -3.255 8.669 3.705
C -2.561 7.920 2.589
N -4.420 8.012 4.095
H -4.925 12.406 3.254
H -3.353 12.655 3.429
H -4.446 12.805 4.859
H -4.460 10.248 2.516
H -2.698 10.526 2.577
H -2.492 8.709 4.483
H -1.651 8.473 2.358
H -3.167 7.693 1.713
H -2.331 6.863 2.724
H -4.150 7.127 4.502
H -4.741 8.591 4.858
C 2.786 10.802 5.517
O 2.990 9.428 5.457
C 3.364 9.116 4.096
C 3.686 7.570 4.292
C 5.111 7.269 4.864
N 3.576 6.965 2.998
H 2.521 11.001 6.555
H 2.026 11.288 4.906
H 3.715 11.341 5.328
H 2.424 9.312 3.580
H 4.203 9.707 3.729
H 2.989 6.903 4.800
H 5.363 7.677 5.843
H 5.871 7.725 4.229
H 5.442 6.231 4.829
H 2.818 7.104 2.345
H 3.667 5.965 3.103
C 7.088 -5.151 -8.759
O 6.658 -4.021 -8.072
C 6.644 -4.169 -6.635
C 6.577 -2.834 -5.913
C 6.656 -3.049 -4.388
N 5.332 -2.156 -6.309
H 8.090 -5.467 -8.469
H 7.093 -4.931 -9.827
H 6.511 -6.072 -8.846
H 5.806 -4.771 -6.283
H 7.607 -4.617 -6.389
H 7.394 -2.303 -6.402
H 7.662 -3.447 -4.254
H 6.009 -3.843 -4.014
H 6.610 -2.121 -3.818
H 5.325 -2.293 -7.310
H 4.600 -2.817 -6.090
C -6.328 -3.176 0.697
O -7.401 -4.061 0.479
C -7.861 -4.715 1.623
C -8.969 -5.762 1.390
C -10.090 -5.125 0.645
N -9.642 -6.234 2.587
H -5.700 -2.899 -0.150
H -5.667 -3.506 1.499
H -6.619 -2.178 1.025
H -7.058 -5.287 2.087
H -8.269 -3.960 2.296
H -8.618 -6.607 0.797
H -10.439 -4.218 1.139
H -10.977 -5.738 0.490
H -9.705 -4.676 -0.270
H -10.166 -7.044 2.288
H -10.367 -5.560 2.786
C 5.669 0.933 10.202
O 5.366 -0.437 9.995
C 4.736 -0.912 11.161
C 5.426 -2.261 11.560
C 4.921 -3.398 10.752
N 5.162 -2.640 12.991
H 4.773 1.552 10.257
H 6.250 1.421 9.419
H 6.360 1.045 11.038
H 4.682 -0.152 11.941
H 3.670 -1.058 10.986
H 6.490 -2.068 11.428
H 3.833 -3.419 10.812
H 5.549 -4.287 10.809
H 5.023 -2.993 9.745
H 4.359 -2.260 13.471
H 5.441 -3.515 13.412
C -2.792 -1.457 -8.497
O -2.622 -2.562 -7.591
C -1.309 -2.679 -7.022
C -1.437 -3.878 -6.127
C -2.706 -3.835 -5.178
N -0.259 -3.892 -5.351
H -2.594 -0.615 -7.834
H -3.823 -1.318 -8.824
H -2.222 -1.540 -9.423
H -0.707 -2.831 -7.917
H -1.112 -1.734 -6.515
H -1.375 -4.720 -6.816
H -2.535 -2.839 -4.768
H -2.672 -4.505 -4.319
H -3.688 -3.950 -5.638
H -0.093 -2.994 -4.919
H -0.360 -4.484 -4.539
C 3.466 0.393 2.893
O 3.238 1.211 1.741
C 2.981 0.254 0.715
C 2.290 1.013 -0.504
C 0.872 1.460 -0.228
N 1.987 0.140 -1.630
H 4.273 -0.325 2.749
H 2.565 -0.103 3.255
H 3.524 0.992 3.802
H 3.987 -0.053 0.431
H 2.572 -0.686 1.085
H 2.858 1.908 -0.758
H 0.604 2.226 -0.955
H 0.770 1.920 0.755
H 0.106 0.687 -0.168
H 1.441 0.775 -2.194
H 2.844 0.091 -2.163
C 2.656 6.791 -4.374
O 3.265 5.569 -4.723
C 4.671 5.758 -5.031
C 5.301 4.405 -5.287
C 6.713 4.513 -5.849
N 4.659 3.771 -6.439
H 1.628 6.457 -4.230
H 2.654 7.615 -5.088
H 3.173 7.050 -3.450
H 4.826 6.326 -5.948
H 5.250 6.271 -4.262
H 5.239 3.644 -4.510
H 7.052 3.503 -6.079
H 7.462 5.088 -5.304
H 6.527 5.192 -6.681
H 3.670 3.965 -6.372
H 4.945 2.814 -6.289
C -1.199 -14.876 -2.780
O -0.683 -13.542 -3.099
C -0.806 -12.598 -1.999
C -0.374 -11.160 -2.468
N 1.085 -11.090 -2.689
C 1.507 -9.705 -2.950
C 1.419 -8.788 -1.728
O 0.176 -8.104 -1.663
C -0.125 -7.349 -0.496
H -1.206 -15.549 -3.638
H -2.255 -14.728 -2.558
H -0.688 -15.301 -1.916
H -0.249 -12.940 -1.127
H -1.872 -12.474 -1.808
H -0.583 -10.589 -1.563
H -0.920 -10.878 -3.368
H 1.265 -11.809 -3.374
H 1.116 -9.168 -3.815
H 2.582 -9.876 -3.019
H 2.247 -8.083 -1.656
H 1.536 -9.435 -0.859
H -0.874 -6.607 -0.770
H 0.719 -6.848 -0.023
H -0.683 -8.019 0.158
```

Atom charges from the Löwdin analysis, given in e for atoms 1 to 99:
1 C -0.0812
2 O -0.2035
3 C -0.2335
4 C -0.4385
5 C -0.0706
6 N 0.0345
7 H 0.0817
8 H 0.0821
9 H 0.0768
10 H 0.1235
11 H 0.1209
12 H 0.1327
13 H 0.0785
14 H 0.0853
15 H 0.0831
16 H 0.0666
17 H 0.0618
18 C -0.1537
19 O -0.1999
20 C -0.1893
21 C -0.4252
22 C -0.0345
23 N 0.0235
24 H 0.0956
25 H 0.0831
26 H 0.0859
27 H 0.1184
28 H 0.1220
29 H 0.1336
30 H 0.0618
31 H 0.0663
32 H 0.0721
33 H 0.0723
34 H 0.0678
35 C -0.1269
36 O -0.1929
37 C -0.1733
38 C -0.4631
39 C -0.0940
40 N 0.0419
41 H 0.0791
42 H 0.0800
43 H 0.0895
44 H 0.1266
45 H 0.1159
46 H 0.1352
47 H 0.0739
48 H 0.0793
49 H 0.0697
50 H 0.0824
51 H 0.0768
52 C -0.1597
53 O -0.1996
54 C -0.1371
55 C -0.3997
56 C -0.0588
57 N -0.0151
58 H 0.0887
59 H 0.0853
60 H 0.0842
61 H 0.1180
62 H 0.1248
63 H 0.1274
64 H 0.0703
65 H 0.0672
66 H 0.0668
67 H 0.0694
68 H 0.0679
69 C -0.1470
70 O -0.1772
71 C -0.2074
72 C -0.4393
73 C -0.0516
74 N 0.0377
75 H 0.0849
76 H 0.0860
77 H 0.0828
78 H 0.1293
79 H 0.1200
80 H 0.1394
81 H 0.0701
82 H 0.0783
83 H 0.0765
84 H 0.0545
85 H 0.0635
86 C -0.1144
87 O -0.1719
88 C -0.2123
89 C -0.4395
90 C -0.1053
91 N 0.0253
92 H 0.0856
93 H 0.0800
94 H 0.0812
95 H 0.1225
96 H 0.1294
97 H 0.1438
98 H 0.0836
99 H 0.0847

=====

[3]
This record from OMol25 describes C4H9NO2 as an isolated structure at a distorted geometry. The level of theory is wB97M-V/def2-TZVPD.

Summary:
Strongest force on any atom ... 0.0339 hartree/bohr
Kohn-Sham gap ... 8.74 eV
Energy above the lowest of the compared OMol25 structures with the same formula, charge and spin ... 5.000 eV
Total charge ... 0
Energy ... -362.90178 hartree

```
16
C4H9NO2, DFT wB97M-V/def2-TZVPD
N 0.566 -0.101 3.234
C 0.312 -0.477 1.940
O 1.242 -0.929 1.211
C -1.027 0.099 0.429
C -0.571 -0.545 -0.776
C 0.223 0.286 -1.836
O -0.766 1.114 -2.498
H 1.455 -0.288 3.702
H -0.139 0.366 3.806
H -1.831 -0.226 1.091
H -0.817 1.163 0.571
H 0.752 -1.099 0.085
H -1.164 -1.370 -1.197
H 1.065 0.747 -1.207
H 0.790 -0.233 -2.655
H -0.539 1.535 -3.358
```

For each atom in turn, the Löwdin charge in e is:
1 N 0.1142
2 C -0.2912
3 O -0.0454
4 C -0.0672
5 C -0.2373
6 C -0.2819
7 O -0.1162
8 H 0.1055
9 H 0.1011
10 H 0.0638
11 H 0.0834
12 H 0.1695
13 H 0.0902
14 H 0.1129
15 H 0.1093
16 H 0.0892

=====

[4]
This record from OMol25 describes one molecule with the formula C19H24N2O4S. The level of theory is wB97M-V/def2-TZVPD.

Summary:
Strongest force on any atom ... 0.0176 hartree/bohr
Kohn-Sham gap ... 9.56 eV
Energy above the lowest of the compared OMol25 structures with the same formula, charge and spin ... 1.190 eV
Total charge ... 0
Energy ... -1547.08603 hartree
SMILES ... Cc1ccc(CNC(=O)COc2ccc(S(=O)(=O)NC(C)C)cc2)cc1

```
50
C19H24N2O4S, DFT wB97M-V/def2-TZVPD
C -1.845 2.707 0.462
C -1.814 1.496 -0.417
C -1.481 1.621 -1.762
C -1.481 0.522 -2.597
C -1.803 -0.740 -2.110
C -1.781 -1.931 -3.035
N -0.420 -2.210 -3.449
C 0.298 -3.242 -2.975
O -0.161 -4.198 -2.390
C 1.799 -3.093 -3.273
O 2.213 -1.742 -3.221
C 2.041 -1.061 -2.052
C 1.644 -1.641 -0.849
C 1.503 -0.850 0.277
C 1.736 0.507 0.202
S 1.619 1.504 1.676
O 2.803 1.326 2.462
O 1.267 2.847 1.287
N 0.350 0.768 2.477
C 0.406 0.775 3.933
C -0.579 -0.255 4.478
C 0.139 2.169 4.497
C 2.121 1.096 -0.988
C 2.276 0.315 -2.114
C -2.099 -0.876 -0.763
C -2.113 0.231 0.069
H -2.320 3.540 -0.054
H -2.396 2.513 1.381
H -0.828 3.014 0.714
H -1.235 2.596 -2.157
H -1.245 0.648 -3.645
H -2.151 -2.827 -2.533
H -2.390 -1.737 -3.925
H 0.082 -1.443 -3.875
H 2.003 -3.419 -4.297
H 2.370 -3.725 -2.585
H 1.443 -2.697 -0.776
H 1.204 -1.280 1.219
H -0.524 1.130 2.122
H 1.430 0.478 4.174
H -0.475 -0.332 5.556
H -0.390 -1.229 4.036
H -1.601 0.039 4.248
H 0.266 2.173 5.576
H 0.838 2.877 4.056
H -0.876 2.487 4.262
H 2.288 2.160 -1.013
H 2.583 0.743 -3.055
H -2.335 -1.851 -0.364
H -2.379 0.102 1.109
```

For each atom in turn, the Löwdin charge in e is:
1 C -0.0477
2 C -0.2789
3 C -0.0369
4 C -0.0388
5 C -0.2132
6 C -0.1147
7 N 0.0908
8 C -0.5011
9 O 0.0711
10 C -0.0860
11 O -0.0481
12 C -0.2589
13 C 0.0130
14 C -0.0414
15 C -0.2785
16 S 0.6525
17 O -0.2722
18 O -0.3073
19 N -0.0978
20 C -0.4765
21 C -0.0543
22 C -0.0500
23 C -0.0454
24 C 0.0130
25 C -0.0257
26 C -0.0501
27 H 0.0858
28 H 0.0794
29 H 0.0526
30 H 0.1176
31 H 0.1152
32 H 0.1223
33 H 0.1282
34 H 0.1382
35 H 0.1411
36 H 0.1376
37 H 0.1156
38 H 0.1146
39 H 0.0727
40 H 0.1303
41 H 0.0801
42 H 0.0755
43 H 0.0760
44 H 0.0816
45 H 0.0715
46 H 0.0814
47 H 0.1191
48 H 0.1232
49 H 0.1171
50 H 0.1065

=====

[5]
This record from OMol25 describes C8HCl7KO3 as an isolated structure at a distorted geometry. The level of theory is wB97M-V/def2-TZVPD.

Summary:
Strongest force on any atom ... 0.0271 hartree/bohr
Kohn-Sham gap ... 7.31 eV
Energy above the lowest of the compared OMol25 structures with the same formula, charge and spin ... 0.329 eV
Total charge ... -1
Energy ... -4352.64665 hartree

```
20
C8HCl7KO3, DFT wB97M-V/def2-TZVPD
K 0.532 0.777 -2.087
Cl -2.697 -2.100 2.902
C -2.043 -1.919 1.309
C -2.458 -0.891 0.478
Cl -3.673 0.213 1.040
C -1.928 -0.736 -0.795
Cl -2.558 0.551 -1.838
C -0.948 -1.618 -1.344
O -0.438 -1.493 -2.487
C -0.562 -2.673 -0.441
Cl 0.622 -3.780 -1.050
C -1.086 -2.814 0.821
Cl -0.561 -4.122 1.835
Cl 2.502 4.924 0.734
C 2.848 3.160 0.664
Cl 4.589 2.922 0.280
C 1.923 2.437 -0.358
O 1.195 1.599 0.210
O 2.034 2.783 -1.541
H 2.707 2.781 1.667
```

For each atom in turn, the Löwdin charge in e is:
1 K 0.9358
2 Cl 0.6229
3 C -0.7320
4 C -0.7027
5 Cl 0.6481
6 C -0.5904
7 Cl 0.6306
8 C -0.5926
9 O -0.2215
10 C -0.6094
11 Cl 0.6767
12 C -0.7026
13 Cl 0.6400
14 Cl 0.5274
15 C -0.9720
16 Cl 0.5259
17 C -0.8789
18 O -0.1145
19 O -0.1362
20 H 0.0454